# 1
The following is a quantum chemistry calculation of an isolated molecule of C11H15NO, from the Open Molecules 2025 dataset.

```
! RIJCOSX wB97M-V def2-TZVPD def2/J DEFGRID3
* xyz 0 1
O 3.12 2.79 -2.74
C 2.16 2.18 -1.90
C 2.69 1.62 -0.77
C 2.00 0.78 0.07
C 0.72 0.54 -0.31
N -0.15 -0.31 0.51
C 0.22 -1.51 1.16
C -0.91 -2.55 1.21
C -2.18 -1.97 0.58
C -2.38 -0.58 1.21
C -1.26 0.43 1.13
C 0.07 1.07 -1.37
C 0.84 1.93 -2.26
H 2.62 3.09 -3.53
H 3.79 1.96 -0.60
H 2.45 0.30 0.95
H 1.09 -1.83 0.65
H 0.40 -1.27 2.19
H -0.48 -3.44 0.74
H -1.21 -2.74 2.26
H -2.96 -2.68 0.59
H -2.05 -1.84 -0.54
H -2.49 -0.86 2.25
H -3.20 -0.08 0.78
H -1.68 1.26 0.64
H -0.99 0.87 2.06
H -0.93 0.83 -1.53
H 0.68 2.01 -3.45
*
```

The energy above the lowest of the compared OMol25 structures with the same formula, charge and spin comes out at 56.25 kcal per mole. Its orbital gap is 8.5 eV.

# 2
The following is a quantum chemistry calculation of a cluster of 6 separate species, C26H48N2O13P in total, from the Open Molecules 2025 dataset.

```
! RIJCOSX wB97M-V def2-TZVPD def2/J DEFGRID3
* xyz 1 1
O 0.01 0.40 1.70
N -0.62 -0.52 1.42
O -0.01 -1.73 1.94
C -0.88 -2.82 1.71
P -2.13 -2.85 3.06
O -1.61 -1.95 4.24
C -3.68 -2.22 2.52
C -3.99 -1.92 1.20
C -5.26 -1.42 0.97
C -6.13 -1.24 2.03
N -5.84 -1.54 3.30
C -4.63 -2.03 3.51
H -1.37 -2.69 0.75
H -0.31 -3.73 1.68
H -2.26 -4.13 3.59
H -1.90 -1.03 4.10
H -3.33 -2.04 0.36
H -5.58 -1.17 -0.02
H -7.11 -0.84 1.84
H -4.39 -2.30 4.53
O -1.23 4.31 -0.70
C -0.13 3.93 -0.98
O 0.68 4.74 -1.69
C 2.07 4.46 -1.90
C 2.30 3.55 -3.09
C 0.34 2.54 -0.62
H 2.53 4.07 -0.99
H 2.52 5.43 -2.09
H 1.84 2.57 -2.94
H 3.36 3.42 -3.27
H 1.85 3.98 -3.99
H 0.00 1.85 -1.40
H -0.14 2.26 0.31
H 1.41 2.44 -0.49
O -4.43 -4.18 5.86
C -5.55 -4.25 6.30
O -6.11 -5.45 6.44
C -7.37 -5.65 7.12
C -8.55 -5.46 6.19
C -6.35 -3.00 6.59
H -7.43 -5.02 8.00
H -7.32 -6.68 7.47
H -8.60 -4.44 5.81
H -9.48 -5.69 6.71
H -8.46 -6.13 5.33
H -6.80 -2.68 5.65
H -5.65 -2.23 6.92
H -7.12 -3.08 7.35
O -1.86 -2.05 -1.25
C -1.05 -2.02 -2.15
O -0.18 -1.02 -2.19
C 0.94 -1.00 -3.10
C 0.56 -0.42 -4.45
C -1.06 -3.05 -3.25
H 1.39 -1.99 -3.18
H 1.68 -0.36 -2.63
H -0.19 -1.03 -4.95
H 1.44 -0.36 -5.09
H 0.14 0.58 -4.33
H -1.76 -2.73 -4.02
H -1.40 -4.00 -2.83
H -0.08 -3.21 -3.71
O 4.58 4.46 -5.25
C 5.10 5.53 -5.04
O 4.56 6.32 -4.09
C 5.19 7.53 -3.65
C 4.83 8.72 -4.52
C 6.26 6.02 -5.86
H 6.27 7.39 -3.55
H 4.80 7.69 -2.64
H 5.20 8.59 -5.54
H 5.27 9.63 -4.12
H 3.75 8.84 -4.57
H 5.88 6.50 -6.76
H 6.86 5.16 -6.15
H 6.91 6.72 -5.34
O 3.57 -2.29 -2.26
C 4.08 -1.90 -1.24
O 5.39 -2.10 -1.07
C 6.15 -1.53 0.00
C 6.10 -2.39 1.25
C 3.27 -1.29 -0.11
H 5.83 -0.50 0.20
H 7.16 -1.47 -0.37
H 5.09 -2.47 1.64
H 6.74 -1.97 2.02
H 6.45 -3.40 1.02
H 2.88 -2.10 0.51
H 2.43 -0.74 -0.53
H 3.84 -0.60 0.51
*
```

Its orbital gap is 8.2 eV.

# 3
The following is a quantum chemistry calculation of a structure of composition C48H54ClN6O4OsS4Te, from the Open Molecules 2025 dataset.

```
! RIJCOSX wB97M-V def2-TZVPD def2/J DEFGRID3
* xyz 0 6
Os 0.24 0.15 0.28
O -1.18 3.12 6.43
C -0.89 2.67 5.36
S -2.09 2.16 4.15
C -0.93 1.68 2.92
C 0.37 1.81 3.20
S 1.72 1.38 2.19
S 0.77 2.45 4.78
S -1.63 1.02 1.45
O -0.32 -0.10 -1.89
C 0.10 -0.95 -2.79
C -0.75 -1.32 -3.87
C -0.35 -2.23 -4.82
C 0.92 -2.84 -4.75
C 1.77 -2.46 -3.74
C 1.39 -1.51 -2.77
C 2.36 -1.08 -1.77
N 2.14 -0.45 -0.62
C 3.37 -0.25 0.00
C 4.34 -0.77 -0.78
N 3.69 -1.28 -1.89
H -1.73 -0.86 -3.90
H -1.03 -2.50 -5.62
H 1.22 -3.58 -5.48
H 2.74 -2.94 -3.67
H 3.45 0.22 0.96
H 5.41 -0.82 -0.66
H 4.12 -1.71 -2.69
C 0.28 -1.61 3.49
C 0.24 -2.27 2.14
O 0.32 -3.54 2.09
N 0.10 -1.57 1.02
Te -0.14 -3.91 -0.42
C 0.13 -5.89 -1.18
C 1.24 -6.65 -0.79
C 2.23 -6.21 0.26
C 1.44 -7.89 -1.39
C 0.58 -8.39 -2.35
C 0.83 -9.74 -3.00
C -0.51 -7.61 -2.73
C -0.75 -6.37 -2.17
C -1.96 -5.58 -2.64
C -2.06 -4.28 0.39
C -2.29 -5.40 1.19
C -1.25 -6.43 1.57
C -3.59 -5.61 1.67
C -4.63 -4.74 1.38
C -6.02 -4.99 1.92
C -4.36 -3.63 0.59
C -3.10 -3.38 0.09
C -2.88 -2.14 -0.75
H 0.37 -2.36 4.26
H -0.63 -1.03 3.63
H 1.12 -0.91 3.53
H 2.12 -5.17 0.57
H 3.26 -6.33 -0.10
H 2.13 -6.82 1.16
H 2.30 -8.49 -1.08
H 1.65 -10.26 -2.52
H 1.07 -9.62 -4.06
H -0.06 -10.37 -2.94
H -1.19 -7.99 -3.49
H -2.44 -6.08 -3.48
H -1.68 -4.58 -2.97
H -2.69 -5.47 -1.83
H -0.26 -5.99 1.69
H -1.18 -7.21 0.80
H -1.52 -6.90 2.51
H -3.77 -6.48 2.29
H -6.06 -5.89 2.53
H -6.74 -5.09 1.10
H -6.35 -4.15 2.53
H -5.16 -2.93 0.37
H -3.83 -1.64 -0.95
H -2.42 -2.36 -1.71
H -2.24 -1.42 -0.24
C 3.35 4.46 -0.03
C 2.81 5.76 0.63
C 4.02 6.69 0.84
C 2.24 5.41 2.01
C 1.75 6.47 -0.27
O 2.22 6.62 -1.61
C 1.40 7.87 0.27
C 0.06 8.50 -0.17
C -1.15 8.06 0.61
C -2.23 7.44 -0.02
C -3.35 7.03 0.69
C -3.39 7.25 2.06
Cl -4.78 6.74 2.97
C -2.33 7.86 2.71
C -1.23 8.26 1.98
C 0.44 5.70 -0.42
N 0.55 4.28 -0.74
C 0.33 3.26 0.08
N 0.51 2.14 -0.59
C 0.82 2.54 -1.86
N 0.85 3.84 -1.99
H 4.40 4.33 0.22
H 3.26 4.50 -1.12
H 2.82 3.58 0.33
H 4.75 6.18 1.47
H 3.76 7.63 1.34
H 4.53 6.93 -0.10
H 3.03 5.00 2.64
H 1.46 4.64 1.96
H 1.82 6.28 2.53
H 3.07 7.08 -1.59
H 2.19 8.54 -0.07
H 1.44 7.88 1.36
H -0.10 8.32 -1.24
H 0.17 9.58 -0.06
H -2.20 7.27 -1.09
H -4.18 6.55 0.20
H -2.38 8.02 3.78
H -0.40 8.75 2.50
H -0.14 6.15 -1.21
H -0.13 5.77 0.51
H 0.05 3.35 1.12
H 1.02 1.85 -2.66
*
```

The energy above the lowest of the compared OMol25 structures with the same formula, charge and spin comes out at 0.00 kcal per mole. As for the expectation value of S²: 8.7795. Its orbital gap (spin up / spin down) is 6.6 / 5.2 eV.

no.,strongest force on any atom (Eh/bohr),E_tot (eV)
1,0.09575,-15185.48262
2,0.01446,-66618.52142
3,0.01226,-133406.87691